Computed, not measured: F4FeN2O6Pt as an isolated structure at a distorted geometry, with ωB97M-V/def2-TZVPD.

Results
2S+1: 7
HOMO-LUMO gap (spin up / spin down) (eV): 5.7 / 5.3
Expectation value of S²: 12.036
Charge: -2

```
14
Properties=species:S:1:pos:R:3:mulliken_spin:R:1
Fe -23.076 6.850 16.048 3.803
Pt -21.322 10.699 15.243 1.557
N -18.768 9.384 13.917 -0.006
O -19.986 9.187 13.955 0.045
O -17.792 8.829 14.430 0.015
O -18.283 10.443 13.437 0.014
N -20.229 9.459 18.836 -0.001
O -20.262 9.870 17.697 0.006
O -21.221 9.075 19.408 0.001
O -19.241 9.087 19.298 0.000
F -24.531 7.719 14.577 0.066
F -22.125 8.760 15.951 0.114
F -24.367 7.801 17.292 0.117
F -23.589 10.496 14.363 0.269
```

***

Computed, not measured: F4H20O14P2Sr2 as an isolated structure at a distorted geometry, with ωB97M-V/def2-TZVPD.

Results
2S+1: 2
HOMO-LUMO gap (spin up / spin down) (eV): 9.9 / 2.2
Expectation value of S²: 0.757
Charge: +3
Energy above the lowest of the compared OMol25 structures with the same formula, charge and spin (kJ/mol): 0.0

```
42
Properties=species:S:1:pos:R:3:mulliken_spin:R:1
Sr 1.597 2.634 -2.147 0.001
Sr 2.396 -2.627 1.876 -0.007
O 3.205 1.725 -0.591 0.015
P 4.011 0.835 0.371 -0.004
O 3.454 -0.553 0.836 0.052
F 4.271 1.585 1.794 0.001
F 5.481 0.608 -0.278 0.001
O 0.537 -1.455 0.045 0.199
P -0.238 -0.199 -0.287 -0.016
O 0.362 1.145 -0.525 0.045
F -1.312 -0.086 0.924 -0.002
F -1.167 -0.547 -1.583 -0.002
O -3.525 0.104 -0.982 0.000
H -2.734 -0.099 -1.481 0.000
H -3.969 -0.739 -0.882 0.000
O -1.868 -1.199 3.244 0.017
H -2.779 -1.021 3.479 -0.001
H -1.803 -0.938 2.325 0.000
O -0.536 -2.473 -2.948 0.010
H -0.860 -1.598 -2.734 0.000
H 0.392 -2.344 -3.143 0.000
O 2.649 -3.161 -0.707 0.000
H 2.239 -2.762 -1.474 0.000
H 2.867 -4.050 -0.987 0.000
O -2.470 2.695 -0.594 0.001
H -2.869 1.838 -0.742 0.000
H -3.182 3.237 -0.255 0.000
O -0.288 1.509 -3.439 0.000
H -0.684 0.666 -3.656 0.000
H -1.024 2.120 -3.410 0.000
O 1.038 -0.956 3.138 0.000
H 1.361 -0.977 4.039 0.000
H 0.085 -0.972 3.224 0.000
O -0.810 -4.187 -0.776 0.638
H -1.589 -3.862 -0.324 -0.015
H -0.550 -3.468 -1.352 -0.019
O 1.218 3.798 0.083 0.000
H 0.456 4.096 0.579 0.000
H 1.879 4.475 0.230 0.000
O -1.513 2.342 3.344 0.092
H -2.459 2.486 3.349 -0.003
H -1.269 2.376 2.419 -0.003
```

***

Computed, not measured: F4InN3O11S4 as an isolated structure at a distorted geometry, with ωB97M-V/def2-TZVPD.

Results
HOMO-LUMO gap (eV): 2.5
Energy above the lowest of the compared OMol25 structures with the same formula, charge and spin (kJ/mol): 0.0

```
23
Properties=species:S:1:pos:R:3:nbo_charge:R:1
In -1.317 0.089 -1.823 1.042
N -0.560 0.377 0.965 -0.940
S -1.026 -0.136 2.307 2.358
O -1.996 0.619 3.150 -0.733
O -0.137 -1.073 2.903 -0.744
F -2.028 -1.143 1.534 -0.513
S 0.391 1.590 1.689 2.288
O 1.782 1.205 1.971 -0.755
O -0.231 2.590 2.549 -0.782
F 0.483 2.439 0.304 -0.498
N 0.924 -1.553 -1.897 -1.104
S 2.322 -1.882 -2.887 2.313
O 2.527 -3.123 -3.578 -0.815
O 3.551 -1.144 -2.522 -0.830
F 1.693 -1.007 -4.126 -0.517
S 1.439 -2.426 -0.745 2.436
O 2.128 -1.858 0.338 -0.840
O 1.632 -3.778 -1.124 -0.828
F -0.105 -2.430 -0.186 -0.554
N -2.897 3.190 0.241 0.700
O -2.298 2.670 -0.658 -0.299
O -2.353 4.105 0.792 -0.157
O -3.922 2.680 0.804 -0.229
```

***

Computed, not measured: F4MnN2O8S4 as an isolated structure at a distorted geometry, with ωB97M-V/def2-TZVPD.

Results
2S+1: 7
HOMO-LUMO gap (spin up / spin down) (eV): 5.6 / 10.0
Expectation value of S²: 12.006
Charge: -1

```
19
Properties=species:S:1:pos:R:3:mulliken_spin:R:1
Mn 0.902 -0.019 1.064 5.988
N -0.849 0.778 1.387 -0.154
S -2.251 0.806 0.616 0.054
O -2.594 2.049 -0.079 0.018
O -3.337 0.013 1.196 0.012
F -1.689 -0.229 -0.528 0.012
S -1.426 1.749 2.616 0.023
O -2.433 1.080 3.431 0.011
O -1.357 3.244 2.384 0.008
F -0.135 1.674 3.621 0.002
N 1.391 -0.815 -0.674 -0.179
S 1.292 -0.340 -2.217 0.059
O 0.498 -1.146 -3.237 0.048
O 2.326 0.592 -2.649 0.004
F 0.102 0.841 -2.011 0.006
S 2.130 -2.267 -1.320 0.053
O 3.356 -2.066 -2.118 0.022
O 1.240 -3.364 -1.615 0.006
F 2.835 -2.580 0.131 0.005
```

***

Computed, not measured: F4N2NaO8S4 as an isolated structure at a distorted geometry, with ωB97M-V/def2-TZVPD.

Results
HOMO-LUMO gap (eV): 9.4
Charge: -1
Energy above the lowest of the compared OMol25 structures with the same formula, charge and spin (kJ/mol): 105.2

```
19
Properties=species:S:1:pos:R:3:nbo_charge:R:1
Na -0.304 -0.651 -1.487 0.962
N 1.596 0.635 -0.877 -1.200
S 1.986 1.619 -2.046 2.443
O 3.361 1.870 -2.278 -0.893
O 1.013 2.576 -2.432 -0.915
F 1.701 0.477 -3.233 -0.576
S 1.453 1.803 0.334 2.446
O 0.209 2.465 0.451 -0.889
O 2.669 2.523 0.527 -0.916
F 1.483 0.786 1.527 -0.481
N -1.676 -1.709 0.065 -1.213
S -2.503 -0.634 1.066 2.427
O -1.715 0.471 1.483 -0.885
O -3.535 -1.117 1.898 -0.880
F -3.309 -0.017 -0.185 -0.525
S -0.887 -2.480 1.191 2.447
O -1.600 -3.287 2.118 -0.902
O 0.254 -1.796 1.695 -0.921
F -0.196 -3.536 0.182 -0.530
```

***

Computed, not measured: F4N6O20S4Sr as an isolated structure at a distorted geometry, with ωB97M-V/def2-TZVPD.

Results
HOMO-LUMO gap (eV): 6.5
Charge: -4
Energy above the lowest of the compared OMol25 structures with the same formula, charge and spin (kJ/mol): 147.7

```
35
Properties=species:S:1:pos:R:3:nbo_charge:R:1
Sr -16.964 -7.979 7.617 1.840
N -14.781 -9.061 7.968 -1.154
S -13.416 -8.702 8.684 2.438
O -12.338 -8.233 7.866 -0.910
O -13.107 -9.491 9.857 -0.938
F -13.926 -7.354 9.397 -0.500
S -14.303 -10.635 7.613 2.394
O -14.589 -11.666 8.561 -0.888
O -13.241 -10.782 6.647 -0.906
F -15.539 -10.822 6.584 -0.512
N -17.944 -9.447 9.226 -1.157
S -18.733 -10.886 8.781 2.386
O -20.138 -10.815 8.573 -0.859
O -18.086 -12.092 9.247 -0.903
F -18.113 -10.912 7.312 -0.494
S -18.245 -9.622 10.706 2.404
O -17.355 -10.421 11.536 -0.904
O -19.530 -9.251 11.233 -0.896
F -17.503 -8.195 11.082 -0.552
N -20.471 -8.122 6.224 0.725
O -21.096 -7.050 6.218 -0.504
O -21.031 -9.206 5.933 -0.545
O -19.216 -8.120 6.474 -0.647
N -15.480 -5.079 6.878 0.720
O -15.176 -3.873 6.980 -0.557
O -14.736 -5.986 7.289 -0.579
O -16.595 -5.479 6.478 -0.550
N -16.704 -8.306 3.921 0.723
O -17.375 -9.175 3.314 -0.550
O -16.300 -8.489 5.096 -0.601
O -16.393 -7.250 3.310 -0.548
N -18.701 -5.004 9.416 0.722
O -17.887 -5.943 9.202 -0.602
O -18.473 -4.197 10.360 -0.589
O -19.712 -4.835 8.713 -0.507
```

***

Computed, not measured: F5HN3OP2S as an isolated structure at a distorted geometry, with ωB97M-V/def2-TZVPD.

Results
HOMO-LUMO gap (eV): 12.6
Charge: +1
Energy above the lowest of the compared OMol25 structures with the same formula, charge and spin (kJ/mol): 0.0

```
13
Properties=species:S:1:pos:R:3:nbo_charge:R:1
N 1.146 -1.171 -0.204 -1.389
N -1.179 -0.512 1.059 -1.268
N 0.013 1.309 -0.340 -1.258
O -2.208 1.715 0.987 -0.735
F 1.381 0.342 -2.320 -0.489
F 2.507 0.934 -0.409 -0.499
F -0.426 -2.986 0.414 -0.477
F 0.698 -1.772 2.240 -0.492
F -1.971 0.313 -1.184 -0.453
P 1.186 0.250 -0.778 2.531
P 0.015 -1.566 0.816 2.529
S -1.445 0.816 0.329 2.484
H 0.282 2.328 -0.609 0.516
```

***

Computed, not measured: a 17-piece molecular cluster, F6H32O16P overall at a distorted geometry, with ωB97M-V/def2-TZVPD.

Results
HOMO-LUMO gap (eV): 10.6
Charge: -1
Energy above the lowest of the compared OMol25 structures with the same formula, charge and spin (kJ/mol): 80.8

```
55
Properties=species:S:1:pos:R:3:nbo_charge:R:1
P -0.245 -0.224 -0.010 2.610
F -0.549 1.161 0.793 -0.591
F -0.798 0.530 -1.347 -0.592
F 1.252 0.214 -0.440 -0.600
F -0.093 -1.638 -0.788 -0.589
F 0.350 -0.894 1.335 -0.592
F -1.726 -0.705 0.394 -0.609
O -1.782 2.920 -4.006 -0.940
H -0.970 3.205 -4.436 0.456
H -1.500 2.539 -3.166 0.483
O 0.589 -4.525 -0.004 -0.929
H 1.101 -4.961 0.684 0.465
H -0.178 -4.162 0.453 0.464
O -2.273 2.862 -0.975 -0.997
H -2.997 2.591 -0.372 0.501
H -1.710 2.074 -1.043 0.474
O -1.412 3.639 1.913 -0.978
H -1.421 3.208 1.045 0.491
H -0.787 4.369 1.817 0.479
O 2.304 -1.226 -2.676 -0.990
H 1.789 -1.029 -1.881 0.474
H 1.699 -1.752 -3.227 0.499
O -2.494 -0.056 3.096 -0.959
H -1.636 -0.355 2.764 0.490
H -2.342 0.860 3.361 0.476
O 3.511 -2.728 0.786 -0.950
H 3.951 -2.023 0.305 0.467
H 2.854 -2.274 1.324 0.481
O -2.226 -2.819 -2.304 -0.978
H -1.566 -2.427 -1.712 0.489
H -3.057 -2.410 -2.043 0.487
O 0.151 -1.277 4.377 -0.948
H 0.135 -2.132 3.935 0.465
H 0.911 -0.820 3.992 0.485
O -3.803 1.228 0.684 -0.965
H -3.266 0.631 0.157 0.478
H -3.450 1.124 1.583 0.494
O 3.419 2.096 0.753 -0.982
H 4.302 2.472 0.673 0.467
H 3.075 2.095 -0.163 0.505
O 0.202 -2.619 -4.016 -0.971
H -0.114 -2.811 -4.903 0.473
H -0.519 -2.897 -3.429 0.503
O 1.580 4.085 1.730 -0.970
H 2.327 3.937 1.138 0.480
H 1.114 3.239 1.744 0.484
O -4.114 -2.492 0.713 -0.950
H -4.111 -3.077 1.477 0.465
H -3.277 -2.013 0.769 0.483
O 2.804 2.019 -1.981 -0.979
H 3.022 2.000 -2.917 0.488
H 2.111 1.352 -1.879 0.502
O 3.196 -0.238 2.302 -0.962
H 2.622 -0.018 1.559 0.487
H 4.041 0.148 2.065 0.475
```

***

In the order shown, the computed energy values come out to -63755.5901, -60093.2762, -86360.2218, -104887.6925, -77989.8217, -104920.5441, -49530.5536, -58884.1245 eV.